{
  "formula": "C21H33CaN3O7P2",
  "method": "ωB97M-V with the def2-TZVPD basis set",
  "homo_ev": [-5.196, -5.374],
  "spin_multiplicity": 1,
  "total_charge": 0,
  "e_tot_ha": -2870.7810,
  "e_lumo_ev": [-0.68, -0.38],
  "gap_ev": [4.5203, 4.9948],
  "symbols": ["P", "P", "C", "C", "H", "H", "H", "H", "C", "H", "H", "H", "C", "H", "H", "H", "C", "H", "H", "H", "C", "H", "H", "H", "Ca", "C", "C", "C", "C", "C", "C", "C", "C", "C", "H", "H", "H", "H", "H", "H", "H", "H", "H", "H", "H", "H", "H", "H", "H", "O", "N", "O", "C", "C", "C", "C", "O", "C", "C", "N", "O", "O", "N", "O", "O", "H", "H"],
  "xyz": [[0.19484, -2.13083, 0.17603], [0.06041, 2.01893, -0.22610], [-0.12460, -0.83384, -1.14963], [0.56070, 0.54143, -1.27759], [-1.21476, -0.74541, -1.35519], [0.30685, -1.40801, -1.99229], [1.66421, 0.47811, -1.30404], [0.24599, 0.98337, -2.22693], [-1.53557, 2.59276, -0.97802], [-1.98746, 3.25582, -0.21727], [-2.19904, 1.73444, -1.19306], [-1.36079, 3.16428, -1.90681], [1.22676, 3.37982, -0.50494], [0.89184, 4.00590, -1.34832], [2.24291, 2.97891, -0.68732], [1.21104, 3.98387, 0.42532], [-0.80016, -3.49312, -0.50856], [-0.81486, -4.26952, 0.25910], [-0.39643, -3.92720, -1.43143], [-1.83876, -3.20803, -0.71082], [1.87930, -2.60029, -0.39440], [2.53516, -1.72471, -0.49091], [1.85293, -3.12732, -1.36491], [2.29618, -3.26197, 0.36830], [-0.49940, 0.46163, 1.90590], [0.45434, 1.51241, -4.28699], [-0.88569, 1.55416, -4.16176], [-1.78229, 0.74861, -5.04814], [-1.39729, -0.74158, -5.23878], [-0.59149, -1.36612, -4.14779], [0.75230, -1.48765, -4.16730], [1.59811, -0.69693, -5.12084], [1.22053, 0.79530, -5.35319], [0.32687, -2.04316, 2.12667], [1.10242, 2.07720, -3.60845], [-1.36552, 2.29039, -3.50457], [-1.80792, 1.21206, -6.05342], [-2.80512, 0.83220, -4.65181], [-2.32934, -1.33869, -5.34394], [-0.78620, -0.81190, -6.14442], [-1.19454, -1.75841, -3.32988], [1.26884, -2.30547, -3.63337], [1.61750, -1.19597, -6.10801], [2.63205, -0.76554, -4.75288], [2.17685, 1.34930, -5.45748], [0.62339, 0.84789, -6.27054], [0.34230, -1.49908, 3.14181], [1.33524, -2.54870, 2.16262], [-0.47677, -2.78376, 2.24543], [1.12874, 0.79755, 9.12540], [0.00837, 0.50709, 8.64869], [-0.97634, 0.21377, 9.34551], [-0.12416, 0.49685, 7.20488], [0.98045, 0.89482, 6.44782], [0.74718, 1.14556, 5.09710], [-0.60266, 1.16109, 4.56644], [-0.98234, 1.88716, 3.58729], [-1.45700, 0.23762, 5.25194], [-1.32301, 0.07503, 6.62996], [-2.45791, -0.51235, 4.54503], [-3.43572, -0.87238, 5.22148], [-2.30388, -0.82361, 3.31011], [1.87403, 1.18521, 4.17454], [3.00918, 1.30672, 4.61583], [1.62663, 0.98876, 2.92722], [1.96901, 0.95745, 6.90976], [-2.10643, -0.37197, 7.23192]],
  "mulliken_charge": [1.29, 0.43, 0.25, 1.48, 0.40, -1.44, 0.61, -1.95, -1.31, 0.47, 0.35, 0.40, -1.38, 0.40, 0.39, 0.36, -1.49, 0.46, 0.39, 0.36, -1.52, 0.35, 0.35, 0.57, 1.72, -0.06, -0.18, -1.14, -0.94, -0.04, -0.27, -1.20, -0.78, -1.25, 0.40, 0.38, 0.34, 0.35, 0.46, 0.27, 0.67, 0.47, 0.33, 0.41, 0.46, 0.28, 0.34, 0.33, 0.32, -0.61, 0.96, -0.61, -0.25, -0.41, 0.04, 0.44, -0.96, 0.11, -0.43, 0.85, -0.61, -0.71, 0.76, -0.75, -0.77, 0.52, 0.54]
}


{
  "formula": "C21H33ClN2O12S2",
  "method": "ωB97M-V with the def2-TZVPD basis set",
  "homo_ev": -8.800,
  "spin_multiplicity": 1,
  "total_charge": 0,
  "e_tot_ha": -3088.7839,
  "smiles": "Sc1cc(CCCCl)cc2nsnc12.COC(=O)OC.COC(=O)OC.COC(=O)OC.COC(=O)OC",
  "e_lumo_ev": -1.40,
  "gap_ev": 7.4042,
  "symbols": ["S", "C", "C", "C", "C", "C", "C", "Cl", "C", "C", "N", "S", "N", "C", "H", "H", "H", "H", "H", "H", "H", "H", "H", "C", "O", "C", "O", "O", "C", "H", "H", "H", "H", "H", "H", "C", "O", "C", "O", "O", "C", "H", "H", "H", "H", "H", "H", "C", "O", "C", "O", "O", "C", "H", "H", "H", "H", "H", "H", "C", "O", "C", "O", "O", "C", "H", "H", "H", "H", "H", "H"],
  "xyz": [[0.44247, 6.57560, 0.80676], [-1.37678, 6.26563, 0.59220], [-1.91621, 4.90195, 1.06530], [-3.42770, 4.42063, 0.95103], [-3.81119, 2.94910, 1.45356], [-3.52967, 1.92328, 0.21586], [-1.98295, 1.85357, -0.20515], [-1.56500, 0.50519, -1.37489], [-4.42999, 5.43906, 0.34840], [-3.91848, 6.82970, -0.14856], [-4.61318, 7.93921, -0.75787], [-3.48046, 9.17567, -1.12107], [-1.98295, 8.55342, -0.56235], [-2.39621, 7.26206, -0.05524], [1.03992, 5.77047, -0.18248], [-1.19686, 4.12698, 1.53028], [-4.94218, 2.95048, 1.70251], [-3.28251, 2.62744, 2.41717], [-4.13564, 2.32680, -0.67218], [-3.84360, 0.88143, 0.56246], [-1.75158, 2.85018, -0.74950], [-1.26294, 1.83476, 0.69395], [-5.54122, 5.19763, 0.25718], [-2.03019, -6.72824, -1.27917], [-1.02340, -5.72994, -1.12460], [-1.50241, -4.49451, -0.89674], [-2.66779, -4.18906, -0.81820], [-0.45709, -3.65928, -0.77178], [-0.81949, -2.30051, -0.52492], [-1.53049, -7.68116, -1.45762], [-2.62831, -6.81683, -0.36930], [-2.66576, -6.50497, -2.13912], [-1.36935, -2.21336, 0.41529], [-1.40562, -1.90328, -1.35308], [0.09900, -1.71818, -0.44149], [0.83954, -0.89354, -3.79814], [2.08856, -0.40265, -3.31481], [3.15278, -1.12703, -3.70240], [3.12398, -2.11427, -4.39639], [4.25447, -0.55971, -3.18169], [5.46997, -1.22940, -3.51389], [0.05333, -0.23474, -3.42546], [0.81467, -0.87617, -4.89019], [0.65067, -1.90251, -3.42322], [5.62976, -1.22472, -4.59446], [5.46487, -2.25100, -3.12815], [6.29072, -0.68763, -3.04243], [-3.21960, 0.69269, 6.28653], [-4.53040, 0.45259, 6.79456], [-5.51823, 0.93840, 6.02356], [-5.37803, 1.53430, 4.98249], [-6.68908, 0.64516, 6.61366], [-7.83554, 1.10460, 5.89971], [-2.50553, 0.25855, 6.98728], [-3.08796, 0.20960, 5.31545], [-3.02449, 1.76519, 6.21436], [-7.88803, 0.63794, 4.91341], [-7.82453, 2.19343, 5.81224], [-8.72040, 0.81301, 6.46671], [11.23194, -3.14205, -2.54793], [9.81883, -3.02182, -2.70097], [9.10939, -3.91565, -1.99033], [9.56401, -4.76922, -1.26858], [7.80454, -3.69201, -2.22456], [6.92484, -4.57489, -1.52958], [11.70077, -2.37379, -3.16401], [11.52266, -2.97606, -1.50808], [11.57540, -4.11961, -2.89381], [7.04360, -4.46582, -0.44919], [7.09641, -5.60946, -1.83505], [5.90194, -4.30265, -1.79325]],
  "mulliken_charge": [-0.24, -0.13, -0.29, 0.47, -0.80, -0.43, -0.53, -0.19, -0.74, 0.41, -0.57, 0.21, -0.55, 0.79, 0.16, 0.30, 0.30, 0.31, 0.30, 0.34, 0.30, 0.24, 0.30, -0.62, -0.32, 0.73, -0.55, -0.32, -0.69, 0.22, 0.29, 0.29, 0.39, 0.22, 0.38, -0.40, -0.29, 0.76, -0.54, -0.32, -0.38, 0.03, 0.33, 0.25, 0.31, 0.06, 0.23, -0.59, -0.31, 0.80, -0.52, -0.32, -0.60, 0.21, 0.27, 0.28, 0.28, 0.28, 0.22, -0.63, -0.29, 0.71, -0.54, -0.20, -0.64, 0.22, 0.29, 0.29, 0.31, 0.31, 0.17]
}


{
  "formula": "C21H33ClNO4",
  "method": "ωB97M-V with the def2-TZVPD basis set",
  "homo_ev": -12.546,
  "spin_multiplicity": 1,
  "total_charge": 1,
  "e_tot_ha": -1635.4651,
  "e_lumo_ev": -3.87,
  "gap_ev": 8.6766,
  "symbols": ["C", "C", "C", "C", "C", "C", "C", "C", "C", "C", "C", "C", "C", "O", "C", "C", "C", "C", "O", "C", "C", "C", "O", "Cl", "C", "O", "H", "H", "H", "H", "H", "H", "H", "H", "H", "H", "H", "H", "H", "H", "H", "H", "H", "H", "H", "H", "H", "H", "H", "H", "H", "H", "H", "H", "H", "N", "H", "H", "H", "H"],
  "xyz": [[5.10810, 0.59623, 1.28602], [5.14092, -0.88559, 0.93202], [4.34934, -1.31426, -0.30895], [4.52499, -0.44600, -1.56286], [3.32083, -0.44076, -2.51963], [2.27559, 0.68136, -2.35714], [2.08694, 1.24406, -0.95765], [1.19325, 2.48447, -0.88814], [-0.12231, 2.41955, -1.68450], [-1.29962, 3.14781, -0.99872], [-2.05938, 2.21145, -0.10197], [-1.61423, 1.68604, 1.04281], [-2.41828, 0.69925, 1.77906], [-2.18222, 0.40724, 2.93385], [-3.50548, -0.00827, 1.03302], [-3.94246, -1.31560, 1.63966], [-3.41976, -2.50563, 0.80990], [-2.07258, -3.23314, 1.44142], [-2.31954, -2.40206, 0.09342], [-3.98101, 0.52141, -0.09471], [-5.04857, -0.08163, -0.95828], [-6.22436, 0.82915, -1.22515], [-6.68714, 1.08450, -2.27146], [-6.95234, 1.40025, 0.28166], [-3.42666, 1.82186, -0.55600], [-4.07525, 2.54057, -1.27494], [5.62937, 0.75584, 2.22920], [5.63574, 1.19506, 0.54758], [4.09427, 0.97288, 1.40748], [6.17593, -1.21578, 0.85885], [4.73820, -1.42587, 1.79270], [4.69828, -2.31435, -0.57053], [3.28431, -1.41907, -0.07985], [5.35148, -0.87435, -2.12932], [4.82624, 0.56659, -1.30773], [3.71948, -0.35679, -3.52838], [2.82304, -1.40864, -2.45045], [2.49947, 1.48795, -3.05721], [1.31720, 0.27478, -2.68191], [3.04692, 1.51875, -0.52355], [1.66616, 0.46371, -0.31185], [0.99528, 2.69902, 0.16193], [1.77313, 3.33188, -1.25749], [-0.41157, 1.37759, -1.81883], [0.05102, 2.86626, -2.65910], [-1.98968, 3.48686, -1.76450], [-0.94606, 4.00426, -0.42952], [-0.66132, 1.94261, 1.48209], [-5.02597, -1.38707, 1.70722], [-3.48754, -1.39224, 2.61621], [-4.15593, -3.20287, 0.39233], [-2.56928, -4.22310, 1.28286], [-1.13148, -3.61336, 1.03595], [-5.45913, -0.96929, -0.47553], [-4.63830, -0.39393, -1.91818], [0.30593, -2.77108, 3.19368], [0.21656, -3.77935, 3.06940], [0.52078, -2.56830, 4.17122], [1.05795, -2.42080, 2.59527], [-0.59923, -2.35010, 2.90719]],
  "mulliken_charge": [-1.09, -0.45, -0.41, -0.78, -0.98, -0.57, 0.30, -0.96, -0.73, -1.31, 0.32, -0.35, 0.03, -0.64, 0.08, -1.89, 0.35, -1.14, -0.33, 1.05, -0.46, 0.41, -0.43, -0.17, 0.41, -0.59, 0.41, 0.32, 0.17, 0.30, 0.29, 0.40, 0.10, 0.45, 0.34, 0.39, 0.38, 0.36, 0.23, 0.02, 0.04, 0.38, 0.47, 0.40, 0.44, 0.35, 0.52, 0.51, 0.50, 0.50, 0.54, 0.23, 0.49, 0.41, 0.33, -0.34, 0.40, 0.43, 0.29, 0.28]
}


Question: Which formula does entry 3 have?
Answer: C21H33ClNO4